1.
DFT (wB97M-V/def2-TZVPD) results for a 11-piece molecular cluster, C22H62Br4O9 overall.

Each line ends with the Löwdin charge.
Atoms and positions in Å:
Br 10.454 5.625 13.803  0.57
C 10.620 7.562 14.409  -0.65
C 9.327 8.275 14.584  -0.59
Br 8.497 7.465 16.283  0.53
H 11.166 8.061 13.608  0.03
H 11.183 7.555 15.342  0.03
H 8.617 8.087 13.778  0.05
H 9.438 9.357 14.646  0.05
Br 13.674 13.332 9.712  0.74
C 15.109 14.165 10.782  -0.62
C 14.608 15.130 11.808  -0.64
Br 13.397 16.506 11.008  0.55
H 15.810 14.605 10.073  0.07
H 15.616 13.409 11.382  0.07
H 15.465 15.543 12.341  0.07
H 14.013 14.667 12.595  0.04
C 15.338 9.190 14.831  -0.08
C 14.638 7.881 15.090  -0.33
O 13.779 7.968 16.213  -0.08
H 15.924 9.436 15.717  0.08
H 14.715 10.073 14.692  0.07
H 16.025 9.114 13.988  0.05
H 15.363 7.077 15.216  0.11
H 13.978 7.631 14.259  0.10
H 13.537 7.056 16.392  0.08
C 16.923 7.402 11.643  -0.06
C 18.130 6.497 11.231  -0.23
O 18.465 6.586 9.803  -0.10
H 17.013 8.411 11.242  0.07
H 16.820 7.358 12.728  0.06
H 15.992 7.025 11.219  0.06
H 17.950 5.502 11.637  0.10
H 19.070 6.843 11.662  0.11
H 19.305 6.157 9.627  0.09
C 10.792 6.584 9.973  -0.07
C 10.879 8.024 10.419  -0.32
O 9.594 8.519 10.782  -0.08
H 11.785 6.214 9.718  0.06
H 10.190 6.333 9.100  0.08
H 10.499 6.047 10.874  0.02
H 11.294 8.732 9.701  0.10
H 11.515 8.066 11.303  0.08
H 9.739 9.284 11.343  0.02
C 12.468 11.723 6.219  -0.07
C 13.658 10.892 6.846  -0.30
O 13.159 10.178 7.978  -0.12
H 12.980 12.320 5.464  0.07
H 11.983 12.420 6.903  0.06
H 11.730 11.062 5.766  0.07
H 14.459 11.607 7.037  0.09
H 14.058 10.182 6.122  0.10
H 12.457 9.639 7.605  0.08
C 14.719 6.942 8.622  -0.08
C 15.785 7.861 8.052  -0.32
O 16.871 7.184 7.485  -0.07
H 14.294 6.301 7.849  0.08
H 13.853 7.413 9.086  0.04
H 15.171 6.255 9.337  0.06
H 16.214 8.352 8.925  0.09
H 15.400 8.574 7.323  0.10
H 17.468 6.947 8.199  0.03
C 18.865 12.278 8.365  -0.07
C 17.479 11.705 8.776  -0.30
O 17.403 11.628 10.188  -0.11
H 19.706 11.883 8.937  0.07
H 18.945 13.362 8.451  0.06
H 19.043 12.070 7.310  0.07
H 17.339 10.713 8.346  0.10
H 16.649 12.345 8.479  0.09
H 16.561 11.223 10.411  0.01
C 10.875 14.110 13.238  -0.07
C 11.249 13.306 14.511  -0.24
O 10.915 11.904 14.380  -0.10
H 11.122 15.170 13.173  0.07
H 9.824 14.020 12.960  0.06
H 11.394 13.744 12.352  0.05
H 10.671 13.696 15.349  0.11
H 12.301 13.516 14.704  0.10
H 11.239 11.423 15.146  0.10
C 7.518 11.090 13.220  -0.06
C 8.452 11.408 12.050  -0.30
O 9.676 10.806 12.336  -0.12
H 7.988 11.489 14.119  0.07
H 7.261 10.043 13.376  0.07
H 6.569 11.596 13.045  0.07
H 8.528 12.475 11.843  0.10
H 8.147 11.064 11.062  0.12
H 10.083 11.399 12.971  0.02
C 12.964 10.636 11.912  -0.09
C 14.142 9.859 11.295  -0.28
O 14.888 10.687 10.431  -0.16
H 12.365 10.980 11.070  0.05
H 13.224 11.549 12.448  0.06
H 12.415 9.980 12.588  0.06
H 13.754 8.965 10.808  0.09
H 14.818 9.532 12.086  0.09
H 14.342 10.861 9.660  0.00

Cartesian forces (eV/Å) of the 3 atoms listed first:
Br 0.1 1.4 0.5
C 0.4 -0.5 -0.5
C -1.1 -1.1 0.7

Spin multiplicity ... 1
HOMO level ... -0.35254 Ha
Structure (SMILES) ... BrCCBr.BrCCBr.CCO.CCO.CCO.CCO.CCO.CCO.CCO.CCO.CCO
Gap between HOMO and LUMO ... 9.80 eV

***

2.
DFT (wB97M-V/def2-TZVPD) results for one molecule with the formula C2H2O4S.

Each line ends with the Löwdin charge.
Atoms and positions in Å:
C 1.139 0.629 0.145  -0.27
C 0.757 -0.614 -0.163  0.09
O -1.888 -1.192 -0.982  -0.28
O -1.264 -0.630 1.324  -0.24
O 0.423 1.646 0.278  0.11
O -1.238 1.052 -0.451  -0.18
S -1.144 -0.333 -0.077  0.51
H 2.111 1.084 0.084  0.15
H 1.104 -1.641 -0.159  0.12

Cartesian forces (eV/Å) of the 3 atoms listed first:
C 2.6 3.0 -0.2
C -4.1 -1.5 0.1
O 0.9 1.0 0.7

Spin multiplicity ... 1
HOMO level (spin up / spin down) ... -0.39994 / -0.40214 Ha
Gap between HOMO and LUMO (spin up / spin down) ... 7.09 / 8.19 eV
Energy relative to the best compared isomer or geometry (same formula, charge and spin) ... 482.8 kJ/mol

***

3.
DFT (wB97M-V/def2-TZVPD) results for one molecule with the formula C6H10.

Each line ends with the Löwdin charge.
Atoms and positions in Å:
C -1.666 -0.590 -1.945  -0.11
C -1.444 0.412 -0.906  -0.10
C -0.645 0.806 -0.089  -0.06
C 0.619 0.787 0.638  -0.38
C 1.170 -0.447 -0.176  -0.05
C 0.495 0.610 2.167  -0.08
H -2.478 -1.279 -1.703  0.07
H -1.811 -0.160 -2.938  0.07
H -0.708 -1.186 -1.966  0.07
H 1.211 1.697 0.447  0.13
H 1.331 -1.286 0.495  0.08
H 2.056 -0.168 -0.740  0.08
H 0.504 -0.890 -0.974  0.05
H -0.059 -0.304 2.402  0.08
H 1.475 0.551 2.660  0.08
H -0.049 1.446 2.627  0.08

Cartesian forces (eV/Å) of the 3 atoms listed first:
C 0.2 -0.4 -0.2
C 0.3 0.2 0.3
C -1.1 0.5 -0.2

Spin multiplicity ... 1
HOMO level ... -0.32810 Ha
Structure (SMILES) ... CC#CC(C)C
Gap between HOMO and LUMO ... 9.98 eV
Energy relative to the best compared isomer or geometry (same formula, charge and spin) ... 263.6 kJ/mol

***

4.
DFT (wB97M-V/def2-TZVPD) results for C19H18Co2NO6 as an isolated structure.

Each line ends with the Löwdin charge.
Atoms and positions in Å:
O 0.587 -0.594 1.711  0.03
C -0.229 -0.962 0.966  -0.19
Co -1.421 -1.525 -0.142  0.06
C -0.508 -1.738 -1.623  -0.16
O 0.025 -1.840 -2.635  0.11
C -1.502 -3.230 0.260  -0.19
O -1.615 -4.357 0.480  0.09
C -2.810 -0.130 -0.788  -0.31
C -2.348 0.957 -1.635  -0.21
C -1.298 1.789 -1.188  -0.05
C -0.678 2.671 -2.066  -0.10
C -1.134 2.787 -3.386  -0.12
C -2.211 2.006 -3.834  -0.10
C -2.829 1.106 -2.960  -0.03
C -3.758 -1.152 -1.141  -0.39
C -4.058 -1.807 -2.270  -0.04
Co -3.853 -0.668 0.539  0.08
C -3.158 0.310 1.853  -0.12
O -2.638 0.939 2.669  0.12
C -4.080 -2.277 1.290  -0.12
O -4.187 -3.332 1.749  0.12
C -5.569 -0.146 0.538  -0.08
O -6.637 0.264 0.695  0.12
H -0.966 1.693 -0.156  0.10
H 0.170 3.264 -1.726  0.09
H -0.644 3.467 -4.086  0.09
H -2.583 2.085 -4.861  0.09
H -3.653 0.479 -3.308  0.09
H -4.906 -2.492 -2.266  0.03
H -3.397 -1.763 -3.137  0.05
C 6.124 -1.218 2.913  -0.13
C 5.485 0.154 2.670  -0.28
C 4.352 0.089 1.615  -0.22
C 3.591 1.405 1.266  -0.30
N 2.401 1.203 0.429  0.00
H 6.868 -1.162 3.713  0.06
H 5.363 -1.950 3.204  0.07
H 6.619 -1.578 2.003  0.07
H 5.074 0.544 3.612  0.10
H 6.258 0.866 2.346  0.10
H 4.790 -0.316 0.682  0.11
H 3.612 -0.653 1.969  0.11
H 3.302 1.886 2.223  0.10
H 4.291 2.051 0.704  0.11
H 1.682 0.770 1.006  0.01
H 2.074 2.107 0.105  0.05

Cartesian forces (eV/Å) of the 3 atoms listed first:
O -0.5 -0.8 -0.4
C 0.8 1.8 1.7
Co -0.7 -0.4 0.6

Spin multiplicity ... 1
HOMO level ... -0.13912 Ha
Charge ... -1
Gap between HOMO and LUMO ... 6.69 eV
Energy relative to the best compared isomer or geometry (same formula, charge and spin) ... 16.9 kJ/mol

***

We obtain total energy values of -11848.5064 -776.3374 -234.5021 -4006.5072 a.u. for the records listed above, in that order.